Entry 1:
Computed, not measured: 2 unconnected molecules or ions with the total composition C2H4ClI, with the ωB97M-V functional and the def2-TZVPD basis.

Values from the calculation:
gap between HOMO and LUMO = 10.49 eV
SMILES = C=CCl.I
multiplicity = 1
maximum force = 2.80 eV/A
total energy = -836.43128 Ha
LUMO level = 0.72 eV
ΔE to the lowest compared entry with this formula, charge and spin = 29.41 kcal per mole
M = 190.4 g/mol

Geometry (Å):
C: -0.783020 0.379789 -0.569277
C: -1.076282 -0.594468 0.266836
Cl: -0.054389 -1.994045 -0.021667
I: 3.101962 0.576535 0.021479
H: -1.343450 1.256706 -0.382869
H: -0.028720 0.264956 -1.464551
H: 1.887124 0.893643 0.928300
H: -1.703226 -0.783113 1.221748

Forces on atoms 1 to 6 (eV/Å):
0.332 -0.009 -1.031
0.900 -1.788 1.005
-0.161 -0.861 0.382
1.066 -0.244 -0.761
-0.246 1.253 -0.427
-1.741 0.314 2.166



Entry 2:
Computed, not measured: 2 unconnected molecules or ions with the total composition C5H11OS, with the ωB97M-V functional and the def2-TZVPD basis.

Values from the calculation:
gap between HOMO and LUMO (spin up / spin down) = 9.00 / 8.84 eV
multiplicity = 1
maximum force = 0.79 eV/A
total energy = -670.06390 Ha
LUMO level (spin up / spin down) = -4.15 / -5.79 eV
ΔE to the lowest compared entry with this formula, charge and spin = 113.47 kcal per mole
M = 119.2 g/mol
charge = +1

Geometry (Å):
C: 2.440141 0.140259 1.303488
C: 1.649966 -0.933594 1.016585
C: -0.210615 0.246812 -2.141880
C: -2.132488 0.386877 -0.029547
C: 0.407167 -0.911986 0.396800
O: 0.188512 1.726642 0.040966
S: -0.359674 0.470087 -0.354011
H: 3.404178 -0.002900 1.756303
H: 2.133055 1.150929 1.092066
H: 1.997982 -1.920996 1.296588
H: 0.835355 0.082473 -2.385209
H: -0.551476 1.163563 -2.617539
H: -0.808391 -0.603345 -2.450734
H: -2.303116 0.769440 0.977136
H: -2.467468 -0.644877 -0.104386
H: -2.654003 1.009499 -0.756631
H: -0.133203 -1.824106 0.207548
H: -1.435919 -0.304775 2.752457

Forces on atoms 1 to 6 (eV/Å):
0.263 0.456 0.042
-0.391 -0.045 -0.211
-0.062 -0.093 0.489
0.357 -0.209 -0.089
-0.497 0.089 -0.267
0.265 0.716 0.220



Entry 3:
Computed, not measured: a molecular structure, C40H40BiOP3S, with the ωB97M-V functional and the def2-TZVPD basis.

Values from the calculation:
gap between HOMO and LUMO = 7.35 eV
multiplicity = 1
maximum force = 0.20 eV/A
total energy = -3259.84116 Ha
LUMO level = -5.80 eV
ΔE to the lowest compared entry with this formula, charge and spin = 13.05 kcal per mole
M = 870.7 g/mol
charge = +2

Geometry (Å):
Bi: 0.865391 1.936007 -1.901967
C: -3.240464 -3.603342 0.548769
C: -3.972275 -2.433364 0.667840
C: -3.424421 -1.219452 0.267999
C: -2.138331 -1.181619 -0.257579
C: -1.407595 -2.362830 -0.382373
C: -1.954607 -3.568161 0.017600
P: -1.426271 0.356751 -0.909930
C: -2.684145 1.624950 -0.618142
C: -2.761487 2.126928 0.683842
C: -3.700746 3.095536 0.996648
C: -4.554774 3.577380 0.011802
C: -4.473379 3.088275 -1.283464
C: -3.540891 2.109824 -1.602185
C: -1.380251 0.071582 -2.699737
C: -2.317771 -0.630283 -3.453641
C: -2.182266 -0.684247 -4.832485
C: -1.131911 -0.023611 -5.461640
C: -0.187277 0.666712 -4.713557
C: -0.296946 0.676179 -3.329674
H: -3.669297 -4.546572 0.859857
H: -4.978054 -2.459385 1.066665
H: -4.001650 -0.309809 0.372628
H: -0.410686 -2.338159 -0.808583
H: -1.385901 -4.483112 -0.085741
H: -2.100254 1.742284 1.454527
H: -3.765962 3.475739 2.007281
H: -5.284890 4.337559 0.255487
H: -5.139723 3.464933 -2.047823
H: -3.487036 1.726764 -2.613743
H: -3.146205 -1.126850 -2.962037
H: -2.904745 -1.228920 -5.425336
H: -1.049534 -0.049953 -6.540251
H: 0.612345 1.190032 -5.224144
C: 2.444497 -1.170871 -0.264229
P: 2.613159 0.616040 -0.433465
C: 2.558291 1.443204 1.177069
C: 4.260497 1.002526 -1.081691
C: 5.348009 0.844247 -0.223521
C: 6.628320 1.164190 -0.644684
C: 6.831980 1.656001 -1.925449
C: 5.758999 1.814710 -2.788448
C: 4.467866 1.486440 -2.381858
P: 3.079825 1.602583 -3.542828
C: 3.476169 2.898307 -4.743131
C: 3.143879 0.029394 -4.451908
H: 3.051320 -1.513788 0.575109
H: 2.780587 -1.656003 -1.180200
H: 1.402641 -1.399410 -0.049287
H: 2.996552 0.805680 1.945166
H: 1.523306 1.632896 1.447080
H: 3.118516 2.375369 1.106828
H: 5.199315 0.475737 0.784379
H: 7.464703 1.037692 0.029005
H: 7.828495 1.916445 -2.255308
H: 5.937871 2.195899 -3.785226
H: 3.644570 3.842083 -4.225200
H: 2.630344 3.019414 -5.420503
H: 4.355871 2.641824 -5.333029
H: 4.171357 -0.168437 -4.759361
H: 2.505489 0.066858 -5.332192
H: 2.796596 -0.780980 -3.810872
O: 0.326424 -0.347959 1.754071
S: 0.339251 -0.276868 3.261760
C: 0.353810 -1.960198 3.852224
C: 0.307623 -3.002156 2.944785
C: 0.327669 -4.307546 3.420790
C: 0.398931 -4.547882 4.784432
C: 0.453961 -3.488079 5.683749
C: 0.436352 -2.183463 5.220647
C: -1.300963 0.194174 3.775699
C: -2.407942 -0.579292 3.453354
C: -3.665729 -0.125974 3.812939
C: -3.807610 1.079099 4.494426
C: -2.693898 1.841250 4.816057
C: -1.428476 1.399991 4.451086
H: 0.241473 -2.781519 1.888042
H: 0.286428 -5.136313 2.726200
H: 0.415306 -5.564841 5.152455
H: 0.513102 -3.680948 6.746185
H: 0.479011 -1.352614 5.915298
H: -2.285682 -1.521765 2.932301
H: -4.538443 -0.720160 3.576065
H: -4.792793 1.417820 4.786876
H: -2.807029 2.770298 5.358806
H: -0.547791 1.979130 4.702595

Forces on atoms 1 to 6 (eV/Å):
-0.055 0.152 -0.126
0.035 -0.020 -0.014
-0.009 0.033 0.006
-0.014 -0.004 0.043
0.052 0.042 0.008
0.030 0.047 0.002



Entry 4:
Computed, not measured: 2 unconnected molecules or ions with the total composition C19H19BrN4O, with the ωB97M-V functional and the def2-TZVPD basis.

Values from the calculation:
gap between HOMO and LUMO = 9.52 eV
SMILES = [H]/N=C(/C)C[C@](Br)(C#N)[C@@](C#N)(CCCC#C)N=C=O.c1ccccc1
multiplicity = 1
maximum force = 2.11 eV/A
total energy = -3603.53824 Ha
LUMO level = -0.14 eV
M = 399.3 g/mol

Geometry (Å):
C: -2.485988 -1.035456 -0.150782
C: -1.974205 -1.045154 -1.239045
C: -1.585610 -1.405333 -2.648849
C: -0.151353 -0.815664 -2.911671
C: 0.934928 -1.813290 -2.399838
C: 2.351383 -1.181371 -2.478355
C: 3.421902 -2.262849 -2.490396
N: 4.077280 -3.206773 -2.523606
N: 2.458401 -0.524948 -3.834675
C: 2.477700 -1.333979 -4.764948
O: 2.205607 -2.031575 -5.650023
C: 2.642961 -0.043184 -1.410723
Br: 4.488047 -0.234364 -0.683933
C: 2.614078 1.299301 -2.094543
N: 2.349732 2.314424 -2.568248
C: 1.685002 -0.000774 -0.182477
C: 2.050181 -0.970489 0.977682
C: 2.213687 -0.357271 2.373970
N: 2.220052 -2.223069 0.873060
H: -2.792874 -0.909132 0.873829
H: -2.268051 -0.858021 -3.319073
H: -1.593053 -2.489672 -2.823997
H: -0.067221 -0.624398 -3.991268
H: -0.097954 0.145796 -2.377348
H: 0.618859 -2.101340 -1.382238
H: 0.899670 -2.736220 -3.008586
H: 0.614804 -0.069674 -0.451878
H: 1.794065 1.013311 0.248351
H: 2.700691 0.635124 2.313586
H: 2.800820 -1.022397 3.021545
H: 1.216961 -0.163584 2.816924
H: 2.111167 -2.496007 -0.107692
C: -4.040808 3.453473 3.503393
C: -3.417523 3.071154 2.323068
C: -2.534286 1.999600 2.319876
C: -2.281516 1.304303 3.495729
C: -2.907839 1.684616 4.675487
C: -3.784180 2.761550 4.680333
H: -4.727181 4.291183 3.506667
H: -3.619578 3.609010 1.404939
H: -2.042676 1.705105 1.399997
H: -1.595622 0.465061 3.492467
H: -2.711955 1.141535 5.591970
H: -4.268505 3.061442 5.601318

Forces on atoms 1 to 6 (eV/Å):
0.426 0.560 0.684
-0.547 -1.569 -1.101
0.862 1.720 0.859
-0.467 -0.739 -0.107
-0.802 0.549 -0.052
0.897 -0.176 -0.842



Q: The highest M belongs to which entry?
A: C40H40BiOP3S



Q: Which value of maximum force does entry 2 give?
A: 0.79 eV/A



Q: Which of these has the highest maximum force?
A: C2H4ClI